Entry 1:
This record from OMol25 describes 3 unconnected molecules or ions with the total composition C22H49N2O6P2S2 in a non-equilibrium geometry. The level of theory is wB97M-V/def2-TZVPD.

Each line ends with the Mulliken charge.
Atoms and positions in Å:
C -3.07 -3.30 0.87  -1.286
C -3.23 -4.86 0.95  0.250
O -4.58 -5.13 1.31  -0.473
C -2.23 -5.33 2.03  -0.556
S -2.16 -7.15 2.30  0.032
P -3.57 -7.69 3.86  0.495
C -2.97 -6.79 5.38  -0.967
O -5.04 -6.97 3.57  -0.463
P -2.83 -8.26 0.49  0.558
O -4.25 -7.72 -0.23  -0.425
O -1.55 -8.46 -0.64  -0.483
S -3.25 -10.06 1.25  -0.257
H -3.14 -2.93 1.91  0.325
H -3.96 -2.88 0.36  0.419
H -2.14 -2.98 0.38  0.207
H -2.95 -5.25 -0.05  0.289
H -5.08 -4.70 0.62  0.388
H -1.22 -5.03 1.68  0.439
H -2.43 -4.76 2.95  0.372
H -3.65 -6.92 6.23  0.365
H -2.95 -5.70 5.17  0.295
H -1.94 -7.13 5.58  0.360
H -5.43 -7.26 2.74  0.352
H -4.91 -8.42 -0.13  0.373
H -1.00 -9.18 -0.28  0.382
C -2.29 1.39 -3.74  -1.796
C -2.84 1.26 -2.30  1.948
C -2.82 2.63 -1.60  -1.425
C -1.43 3.07 -1.18  -0.303
C -0.74 1.99 -0.36  -1.222
C -0.72 0.63 -1.06  1.817
N -2.07 0.23 -1.55  0.460
O -2.78 -0.15 -0.52  -0.604
C 0.28 0.66 -2.23  -1.751
C -0.14 -0.42 -0.10  -1.719
C -4.31 0.84 -2.49  -2.005
H -1.59 2.22 -3.85  0.321
H -1.78 0.48 -4.06  0.323
H -3.08 1.57 -4.46  0.485
H -3.45 2.59 -0.70  0.409
H -3.27 3.38 -2.25  0.366
H -0.83 3.33 -2.06  0.188
H -1.50 3.99 -0.59  0.479
H 0.29 2.31 -0.14  0.233
H -1.24 1.91 0.61  0.394
H 0.25 -0.26 -2.81  0.382
H 1.30 0.77 -1.85  0.353
H 0.13 1.49 -2.92  0.327
H -0.69 -0.47 0.84  0.368
H 0.89 -0.17 0.15  0.349
H -0.14 -1.41 -0.56  0.387
H -4.38 -0.14 -2.98  0.450
H -4.83 1.57 -3.11  0.476
H -4.86 0.79 -1.54  0.349
C 5.41 5.69 1.05  -1.794
C 4.20 4.73 1.16  1.995
C 4.66 3.35 1.66  -1.317
C 5.39 2.54 0.59  -0.628
C 4.57 2.45 -0.68  -0.859
C 4.13 3.82 -1.21  1.850
N 3.50 4.65 -0.15  0.220
O 2.29 4.19 0.07  -0.440
C 5.34 4.56 -1.81  -1.900
C 3.18 3.63 -2.40  -1.619
C 3.31 5.36 2.25  -1.938
H 6.35 5.16 0.88  0.319
H 5.27 6.41 0.25  0.330
H 5.56 6.26 1.96  0.485
H 3.79 2.77 1.99  0.364
H 5.31 3.47 2.53  0.350
H 6.38 2.97 0.39  0.335
H 5.58 1.53 0.97  0.413
H 5.14 1.93 -1.46  0.463
H 3.68 1.83 -0.49  -0.066
H 5.08 5.58 -2.10  0.368
H 5.69 4.04 -2.70  0.439
H 6.20 4.61 -1.14  0.349
H 2.32 3.01 -2.15  0.082
H 3.70 3.12 -3.21  0.417
H 2.82 4.58 -2.78  0.482
H 2.95 6.34 1.95  0.455
H 3.88 5.48 3.17  0.494
H 2.45 4.73 2.50  0.322

Calculated values
- Charge: +1
- ⟨S²⟩: 2.008
- E_HOMO (spin up / spin down): -10.0 / -10.8 eV
- Multiplicity: 3
- Electronic energy: -2907.342883 hartree
- Strongest force on any atom: 5.14 eV/A
- HOMO-LUMO gap (spin up / spin down): 0.1841 / 0.2124 Ha
- LUMO level (spin up / spin down): -5.03 / -5.03 eV

=====

Entry 2:
This record from OMol25 describes a gas-phase ion, C4H8FN4 (charge +1) in a non-equilibrium geometry. The level of theory is wB97M-V/def2-TZVPD.

Each line ends with the Mulliken charge.
Atoms and positions in Å:
H -2.16 0.38 0.99  0.221
N -1.36 0.21 0.39  -0.586
C -0.92 -0.95 0.37  0.511
N -1.10 -1.98 1.17  -0.394
N 0.07 -1.22 -0.56  -0.188
C 0.78 -0.37 -1.37  0.014
C 1.20 0.90 -1.00  -0.591
C 1.17 1.26 0.32  0.732
N 1.51 2.49 0.76  -0.427
F 1.05 0.43 1.33  -0.204
H -0.94 -2.89 0.96  0.164
H -1.71 -1.84 1.99  0.224
H 0.16 -2.11 -0.94  0.269
H 1.19 -0.94 -2.24  0.382
H 1.58 1.62 -1.73  0.319
H 1.74 3.29 0.10  0.254
H 1.60 2.77 1.82  0.302

Calculated values
- Charge: +1
- Structure (SMILES): [H]/N=C(\N)N/C=C\C(=[NH2+])F
- E_HOMO: -13.2 eV
- Relative energy (zero: lowest compared OMol25 entry of this formula, charge and spin): 0.981 eV
- Electronic energy: -475.837563 hartree
- Strongest force on any atom: 4.54 eV/A
- HOMO-LUMO gap: 0.3194 Ha
- LUMO level: -4.53 eV

=====

Entry 3:
This record from OMol25 describes a molecular structure, C3H3NS in a non-equilibrium geometry. The level of theory is wB97M-V/def2-TZVPD.

Each line ends with the Mulliken charge.
Atoms and positions in Å:
C 1.60 0.34 -0.06  0.340
C -1.20 -0.04 0.45  -0.523
C 0.38 -0.08 -0.61  -0.420
N 2.62 0.65 0.38  -0.376
S -0.36 -1.52 0.13  -0.042
H -1.21 0.33 1.59  0.279
H -1.91 0.25 -0.21  0.345
H 0.09 0.07 -1.67  0.397

Calculated values
- E_HOMO: -9.5 eV
- Relative energy (zero: lowest compared OMol25 entry of this formula, charge and spin): 1.599 eV
- Electronic energy: -568.958811 hartree
- Strongest force on any atom: 5.74 eV/A
- HOMO-LUMO gap: 0.3597 Ha
- LUMO level: 0.31 eV